Molecular formula: C29H42Br2NNiO2
Method: DFT, ωB97M-V/def2-TZVPD

The geometry in XYZ format:
```
77
Properties=species:S:1:pos:R:3:forces:R:3
Ni 0.488795 0.520208 -2.599761 -0.457 -0.187 0.272
C -0.696003 2.464274 4.028780 -0.003 0.019 -0.018
C -1.892626 2.457909 3.060887 0.038 0.058 0.012
C -2.740436 1.199115 3.303552 -0.027 -0.002 -0.015
C -2.760847 3.685928 3.350128 0.027 -0.018 -0.011
C -1.356143 2.441551 1.632793 -0.035 0.075 0.007
C -0.650417 1.335527 1.190700 0.048 0.017 -0.050
C -0.191102 1.310521 -0.118658 0.008 0.027 -0.119
N 0.422970 0.296576 -0.780227 -0.048 0.000 0.153
C 0.758000 -0.963790 -0.362896 -0.024 0.025 -0.183
C 1.139383 -1.379131 0.889432 -0.049 -0.120 0.077
C 1.386149 -2.739925 1.104488 -0.020 -0.013 -0.080
C 1.169360 -3.664212 0.043316 0.065 0.007 0.125
C 0.840833 -3.307043 -1.238431 -0.012 0.055 -0.013
C 0.749678 -1.895090 -1.486560 -0.018 0.088 0.210
O 0.642188 -1.375817 -2.651241 -0.018 -0.052 -0.136
C 0.515082 -4.319831 -2.330983 0.003 0.099 -0.038
C 0.664193 -5.756201 -1.828333 0.030 0.012 0.007
C -0.951358 -4.099081 -2.747318 0.021 -0.011 -0.036
C 1.431606 -4.136613 -3.551989 0.079 -0.003 0.046
C 1.902634 -3.190656 2.462033 0.046 0.013 -0.005
C 3.341896 -2.654367 2.602425 -0.034 -0.004 -0.008
C 1.030579 -2.604607 3.583349 -0.037 0.016 0.004
C 1.932386 -4.712607 2.610569 -0.008 -0.014 -0.014
C -0.446981 2.429388 -1.022747 0.084 -0.186 0.075
O -0.052015 2.278047 -2.240141 -0.065 0.120 0.012
C -1.142796 3.585270 -0.552566 -0.002 0.076 -0.027
C -1.566936 3.541385 0.747954 0.004 -0.011 0.102
C -1.442045 4.756994 -1.485428 0.083 -0.074 -0.048
C -2.119490 5.913542 -0.748397 0.006 -0.021 0.049
C -2.386615 4.272594 -2.598649 0.030 -0.008 -0.039
C -0.135467 5.284268 -2.102838 0.015 -0.014 0.020
H -1.056453 2.478094 5.059662 0.016 -0.010 -0.036
H -0.073077 3.348157 3.873068 -0.017 -0.036 0.013
H -0.070288 1.578621 3.898835 -0.022 0.027 0.013
H -3.171858 1.241082 4.305444 0.018 -0.017 -0.025
H -2.150269 0.283624 3.234391 -0.018 0.033 -0.005
H -3.558860 1.134248 2.582980 0.019 -0.003 0.034
H -3.130506 3.627066 4.374554 0.005 0.000 -0.021
H -3.627583 3.733955 2.686577 0.028 0.009 0.027
H -2.196004 4.616480 3.260001 -0.028 -0.030 0.005
H -0.483892 0.487810 1.838524 -0.062 0.032 0.000
H 1.259217 -0.654553 1.682668 0.037 -0.086 -0.014
H 1.276898 -4.714052 0.262040 0.010 0.019 0.044
H -0.017057 -5.972797 -1.002624 0.024 0.003 -0.010
H 1.687127 -5.970871 -1.507995 -0.045 -0.004 -0.022
H 0.422560 -6.440679 -2.642087 -0.002 0.006 0.017
H -1.621094 -4.248965 -1.898034 0.001 -0.007 -0.017
H -1.223063 -4.815572 -3.525936 0.013 0.024 0.039
H -1.107825 -3.094925 -3.142102 0.005 -0.032 -0.002
H 2.482270 -4.233647 -3.266397 -0.030 -0.009 -0.017
H 1.286523 -3.167188 -4.023538 0.001 -0.025 0.013
H 1.209193 -4.913628 -4.285695 0.007 0.017 0.014
H 3.368872 -1.564302 2.542175 0.010 -0.045 0.010
H 3.986500 -3.057860 1.818323 -0.015 0.016 0.031
H 3.750748 -2.954051 3.569657 -0.013 0.016 -0.030
H 1.097239 -1.515655 3.631955 -0.012 -0.050 -0.003
H 1.368504 -2.993520 4.545233 -0.006 0.018 -0.020
H -0.018271 -2.882270 3.454069 0.040 0.001 0.014
H 2.590819 -5.181905 1.876754 -0.019 0.010 0.031
H 0.935350 -5.150272 2.519214 0.032 0.011 -0.005
H 2.317093 -4.965622 3.598954 -0.016 0.002 -0.010
H -2.109629 4.390460 1.126787 -0.031 0.005 0.043
H -3.109251 5.640163 -0.373492 0.050 0.004 -0.001
H -2.250408 6.745233 -1.442258 -0.008 -0.031 0.017
H -1.512184 6.272128 0.086982 -0.033 -0.001 -0.039
H -3.306589 3.863247 -2.175592 0.006 0.022 -0.015
H -1.914040 3.507661 -3.214745 -0.034 0.025 0.021
H -2.652368 5.112787 -3.244083 0.004 -0.025 0.027
H 0.542921 5.641014 -1.323940 -0.017 0.006 -0.029
H -0.361981 6.122223 -2.765104 0.010 -0.007 0.028
H 0.374652 4.518271 -2.685206 -0.025 0.057 0.033
Br 0.776169 0.860498 -4.959778 0.100 0.045 -0.388
C 2.707982 0.603171 -4.845362 0.001 -0.016 0.131
Br 3.292624 0.683154 -3.016062 0.307 0.064 -0.187
H 3.174035 1.402600 -5.402711 -0.006 0.056 -0.037
H 2.930820 -0.373566 -5.249359 -0.013 -0.063 -0.004
```
Positions in Å, forces in eV/Å.

Values from the calculation:
HOMO energy (spin up / spin down): -10.247 / -11.143 eV
2S+1: 3
total charge: +1
E_LUMO (spin up / spin down): -2.995 / -5.330 eV
gap between HOMO and LUMO (spin up / spin down): 0.2665 / 0.2136 hartree